14
Properties=species:S:1:pos:R:3:lowdin_charge:R:1 method="wB97M-V/def2-TZVPD" homo_ev=-14.12 orbital_gap_ev=10.12 charge=+1 e_above_lowest_ev=1.3335 energy_ha=-174.76257
N 2.02993 -0.84596 0.50341 0.317
H 2.81242 -0.43484 -0.00459 0.162
H 2.31215 -1.35622 1.33908 0.158
H 1.52177 -1.46266 -0.13320 0.154
H 1.33200 -0.16030 0.84127 0.091
C -1.75037 -0.22313 -0.91518 -0.088
C -0.81872 0.22889 0.20320 -0.263
C -0.21232 1.40915 0.18892 -0.030
H -2.65450 0.37754 -0.82367 0.091
H -2.03405 -1.26370 -0.80539 0.068
H -1.36322 -0.10606 -1.91910 0.076
H -1.07266 -0.20828 1.17660 0.109
H 0.08040 2.01334 1.05202 0.077
H -0.18282 2.03223 -0.70334 0.078